Molecular formula: C85H194F6NOP6
Method: DFT, wB97M-V/def2-TZVPD

Gap between HOMO and LUMO (spin up / spin down), Ha: 0.31927 / 0.04108
Molecular weight, g/mol: 1546.32

ORCA input file:
```
! RIJCOSX wB97M-V def2-TZVPD def2/J DEFGRID3
* xyz 6 2
C 4.407 -1.258 -2.528
N 4.520 -2.746 -2.505
C 5.195 -3.053 -1.181
C 3.146 -3.368 -2.587
C 5.394 -3.355 -3.669
C 6.785 -2.869 -3.971
O 6.756 -1.469 -4.142
H 4.233 -1.046 -3.583
H 5.235 -0.705 -2.083
H 3.454 -0.973 -2.082
H 6.161 -2.549 -1.149
H 5.334 -4.129 -1.286
H 4.661 -2.798 -0.266
H 2.688 -2.848 -3.429
H 2.726 -3.145 -1.607
H 3.173 -4.452 -2.702
H 4.843 -3.314 -4.608
H 5.318 -4.373 -3.288
H 7.197 -3.331 -4.868
H 7.518 -3.185 -3.229
H 7.465 -1.107 -4.678
C 0.955 1.519 -4.304
C 1.441 0.081 -4.532
C 2.451 -0.126 -5.674
C 1.955 -0.122 -7.124
P 3.221 -0.359 -8.322
C 2.306 -0.467 -9.918
C 1.591 -1.837 -10.061
C 0.381 -1.690 -10.939
C 0.603 -1.773 -12.481
C 4.398 1.063 -8.208
C 5.269 1.317 -6.930
C 6.679 1.941 -7.177
C 7.704 1.222 -8.045
C 4.195 -1.983 -8.007
C 5.431 -2.219 -8.909
C 6.199 -3.432 -8.417
C 5.421 -4.796 -8.706
H 0.336 1.596 -3.410
H 0.373 1.712 -5.205
H 1.737 2.277 -4.252
H 0.589 -0.596 -4.600
H 1.803 -0.217 -3.548
H 3.092 -0.983 -5.467
H 3.050 0.755 -5.441
H 1.545 0.858 -7.367
H 1.259 -0.925 -7.366
H 2.868 -0.239 -10.824
H 1.604 0.360 -10.024
H 1.186 -2.089 -9.081
H 2.172 -2.687 -10.421
H -0.185 -0.829 -10.582
H -0.206 -2.603 -10.842
H -0.247 -1.717 -13.161
H 1.232 -2.607 -12.792
H 1.177 -0.872 -12.697
H 3.717 1.914 -8.203
H 4.899 1.190 -9.168
H 5.440 0.391 -6.380
H 4.774 1.989 -6.229
H 7.042 2.079 -6.159
H 6.570 2.919 -7.645
H 7.347 1.128 -9.071
H 7.948 0.199 -7.759
H 8.669 1.718 -8.155
H 3.425 -2.749 -8.094
H 4.476 -1.949 -6.954
H 6.096 -1.401 -8.631
H 5.028 -2.224 -9.922
H 6.600 -3.285 -7.414
H 7.161 -3.399 -8.928
H 4.675 -4.628 -9.482
H 4.949 -5.182 -7.803
H 6.057 -5.492 -9.254
C 3.656 1.595 5.283
C 3.319 0.372 4.404
C 1.978 -0.420 4.834
C 2.053 -1.761 4.263
P 0.599 -2.916 4.700
C 0.612 -4.469 3.787
C 1.969 -5.270 3.826
C 2.587 -5.746 2.472
C 2.821 -4.639 1.475
C -0.948 -1.924 4.402
C -2.061 -2.671 3.588
C -3.320 -1.831 3.608
C -4.165 -1.813 4.945
C 0.695 -3.250 6.527
C -0.250 -4.252 7.211
C -1.727 -3.874 7.211
C -2.243 -2.805 8.148
H 2.791 2.232 5.471
H 4.522 2.167 4.950
H 3.805 1.237 6.302
H 4.158 -0.298 4.587
H 3.469 0.715 3.380
H 1.113 0.207 4.619
H 1.834 -0.721 5.871
H 2.994 -2.306 4.334
H 2.130 -1.645 3.182
H 0.235 -4.175 2.808
H -0.166 -4.968 4.366
H 1.773 -6.142 4.450
H 2.699 -4.716 4.415
H 1.965 -6.540 2.057
H 3.488 -6.360 2.439
H 1.912 -4.356 0.944
H 3.488 -4.957 0.673
H 3.171 -3.704 1.913
H -0.593 -1.059 3.842
H -1.150 -1.582 5.417
H -2.322 -3.597 4.101
H -1.934 -2.834 2.518
H -3.944 -2.095 2.755
H -3.059 -0.829 3.269
H -4.310 -2.786 5.413
H -5.136 -1.338 4.799
H -3.710 -1.168 5.697
H 0.520 -2.286 7.005
H 1.691 -3.563 6.843
H 0.249 -4.447 8.160
H -0.008 -5.190 6.711
H -2.370 -4.734 7.398
H -2.143 -3.743 6.212
H -1.620 -1.918 8.036
H -2.361 -3.138 9.179
H -3.244 -2.511 7.834
C -1.873 -2.933 -8.218
C -1.736 -2.356 -6.827
C -2.593 -3.195 -5.863
C -2.311 -2.512 -4.478
P -2.949 -3.386 -2.977
C -2.880 -2.177 -1.648
C -4.046 -1.115 -1.805
C -4.224 0.027 -0.796
C -5.107 -0.201 0.429
C -1.699 -4.742 -2.789
C -1.960 -5.630 -1.590
C -0.872 -6.685 -1.321
C 0.499 -6.186 -0.985
C -4.699 -3.826 -3.169
C -5.012 -5.188 -3.800
C -6.587 -5.284 -4.178
C -7.567 -5.334 -2.883
H -1.701 -2.196 -9.002
H -2.879 -3.344 -8.306
H -1.215 -3.763 -8.476
H -2.153 -1.355 -6.935
H -0.708 -2.410 -6.467
H -2.089 -4.160 -5.808
H -3.651 -3.222 -6.126
H -2.700 -1.494 -4.505
H -1.247 -2.337 -4.326
H -1.954 -1.602 -1.631
H -2.997 -2.693 -0.695
H -4.994 -1.646 -1.885
H -3.927 -0.565 -2.739
H -4.621 0.876 -1.354
H -3.212 0.371 -0.582
H -6.131 -0.375 0.100
H -4.994 0.704 1.027
H -4.630 -1.023 0.964
H -0.714 -4.312 -2.605
H -1.453 -5.327 -3.675
H -2.928 -6.097 -1.772
H -2.156 -5.042 -0.694
H -0.870 -7.254 -2.251
H -1.104 -7.376 -0.510
H 0.929 -5.757 -1.890
H 1.215 -6.929 -0.634
H 0.348 -5.558 -0.106
H -5.157 -3.027 -3.751
H -5.208 -3.798 -2.206
H -4.801 -5.990 -3.092
H -4.446 -5.363 -4.715
H -6.720 -6.083 -4.907
H -6.908 -4.341 -4.620
H -7.908 -4.320 -2.671
H -7.190 -5.683 -1.921
H -8.499 -5.881 -3.025
C -1.561 2.727 -0.325
C -1.041 4.133 -0.592
C 0.456 4.211 -1.086
C 1.598 3.570 -0.255
P 2.410 4.350 1.160
C 4.001 3.376 1.387
C 3.992 1.896 0.906
C 5.358 1.344 1.279
C 5.471 -0.115 1.147
C 2.768 6.095 0.677
C 1.656 7.114 0.589
C 1.856 8.200 -0.422
C 1.601 7.766 -1.861
C 1.283 4.219 2.629
C 1.894 4.916 3.848
C 1.183 4.527 5.151
C 1.948 4.984 6.402
H -1.043 2.151 0.442
H -1.560 2.073 -1.197
H -2.610 2.921 -0.101
H -1.067 4.789 0.278
H -1.612 4.626 -1.379
H 0.691 5.175 -1.536
H 0.436 3.564 -1.963
H 2.462 3.463 -0.910
H 1.441 2.504 -0.085
H 4.328 3.350 2.426
H 4.766 3.924 0.837
H 3.836 1.839 -0.171
H 3.184 1.370 1.414
H 5.372 1.615 2.335
H 6.138 1.826 0.689
H 4.566 -0.682 1.368
H 6.191 -0.415 1.908
H 5.772 -0.413 0.143
H 3.293 6.083 -0.278
H 3.433 6.391 1.489
H 1.476 7.510 1.589
H 0.655 6.696 0.480
H 2.834 8.665 -0.304
H 1.117 8.950 -0.137
H 2.415 7.097 -2.139
H 1.589 8.603 -2.559
H 0.632 7.310 -2.059
H 0.971 3.177 2.556
H 0.348 4.734 2.408
H 2.031 5.978 3.645
H 2.948 4.643 3.795
H 1.163 3.444 5.266
H 0.177 4.943 5.223
H 2.726 4.281 6.700
H 1.311 4.997 7.286
H 2.274 6.017 6.277
C -1.657 1.704 3.801
C -3.150 1.952 3.354
C -4.077 2.132 4.581
C -3.847 3.471 5.346
P -5.044 4.030 6.482
C -6.644 4.549 5.682
C -6.452 5.287 4.239
C -6.045 6.769 4.434
C -7.105 7.593 5.162
C -4.482 5.556 7.347
C -3.533 5.325 8.561
C -2.449 6.398 8.824
C -1.176 6.148 8.043
C -5.309 2.804 7.818
C -6.164 1.549 7.393
C -6.077 0.570 8.592
C -6.736 -0.909 8.438
H -1.462 0.723 4.235
H -1.229 2.534 4.364
H -1.061 1.714 2.889
H -3.531 1.134 2.744
H -3.214 2.928 2.872
H -4.008 1.259 5.231
H -5.092 2.289 4.217
H -3.823 4.316 4.658
H -2.880 3.458 5.849
H -7.253 5.162 6.347
H -7.195 3.623 5.510
H -7.374 5.314 3.658
H -5.773 4.676 3.644
H -5.986 7.140 3.410
H -5.067 6.852 4.909
H -8.138 7.460 4.842
H -6.825 8.647 5.151
H -7.110 7.205 6.181
H -5.432 5.995 7.651
H -3.903 5.998 6.536
H -3.024 4.370 8.426
H -4.073 5.179 9.496
H -2.351 6.455 9.908
H -2.899 7.336 8.496
H -1.370 6.085 6.972
H -0.732 5.168 8.216
H -0.427 6.937 8.103
H -5.697 3.306 8.704
H -4.309 2.412 8.003
H -5.927 1.037 6.460
H -7.182 1.752 7.063
H -6.666 1.039 9.381
H -5.064 0.526 8.991
H -7.811 -0.988 8.275
H -6.722 -1.314 9.450
H -6.299 -1.402 7.569
P 0.576 -0.923 0.070
F 0.231 0.102 -1.077
F 2.213 -0.847 -0.192
F 0.828 0.193 1.187
F 0.846 -1.979 1.315
F -1.055 -1.032 0.390
F 0.473 -2.045 -0.990
*
```